A molecular structure, C4H6N5O3PdS4, computed with ωB97M-V with the def2-TZVPD basis set.

```
23
Properties=species:S:1:pos:R:3:forces:R:3:lowdin_charge:R:1
Pd -0.5415 -1.9557 -0.9416 0.3 -0.2 0.6 0.439
C 0.9763 2.8735 1.6905 0.0 0.0 0.0 -0.004
C 1.1004 2.2459 0.3553 0.0 -0.1 0.0 -0.343
N 2.0608 2.4406 -0.4930 0.0 0.1 0.0 0.122
N 1.7541 1.6089 -1.5282 0.0 -0.1 0.0 0.030
C 0.6319 0.9048 -1.3448 0.0 0.0 0.0 -0.768
S -0.0325 -0.2393 -2.4049 0.0 0.1 0.0 0.627
N 0.1909 1.3426 -0.1381 0.0 0.1 -0.1 -0.123
N -0.9757 0.8908 0.4662 0.1 0.0 0.0 0.108
H 1.8560 3.4850 1.8716 0.0 0.0 0.0 0.084
H 0.9067 2.1008 2.4573 0.0 0.0 0.0 0.093
H 0.0894 3.5061 1.7548 0.0 0.0 0.0 0.083
H 2.3864 1.4895 -2.2995 0.0 0.0 0.0 0.152
H -0.7402 0.0264 0.9662 0.0 0.0 0.0 0.028
H -1.3077 1.6084 1.0968 0.0 0.0 0.0 0.092
S -4.3793 -2.1555 -3.7091 0.0 0.0 0.0 0.397
C -3.0461 -2.3355 -2.7882 0.0 -0.1 -0.1 -0.997
N -2.0806 -2.4879 -2.1501 -0.1 0.2 0.0 -0.117
O -0.3319 -2.7907 2.8305 0.0 0.0 0.0 -0.398
S 0.1866 -3.2292 1.5570 -0.2 0.6 -0.1 0.109
O 1.0673 -4.3624 1.5959 0.0 -0.1 -0.1 -0.378
O -0.9193 -3.3625 0.5289 0.1 -0.2 -0.1 -0.535
S 1.1480 -1.6048 0.6265 -0.3 -0.2 -0.3 0.298
```
Forces are in eV/Å.

Computed properties:
- charge = -1

A gas-phase ion, C4H6NO (charge +1) in a non-equilibrium geometry, computed with ωB97M-V with the def2-TZVPD basis set.

```
12
Properties=species:S:1:pos:R:3:forces:R:3:lowdin_charge:R:1
C 0.1658 -0.9123 -0.3004 -0.1 2.4 0.0 0.002
C 0.3665 0.4915 -0.7185 -2.0 -0.5 -0.1 -0.330
C 0.8621 1.0125 -2.1761 -0.9 -1.1 -1.0 0.222
C -0.4429 1.7329 -0.1844 -0.4 -2.1 1.8 0.000
N 0.9764 -1.8711 -0.0353 3.5 0.2 -1.0 0.215
O 1.6742 0.8553 -1.2765 1.9 0.2 1.2 0.091
H -0.7920 -1.1702 0.0456 -1.7 0.2 -0.1 0.144
H -1.4267 1.9971 -0.6494 0.9 -0.9 0.1 0.117
H 0.2184 2.5379 -0.3675 0.6 1.0 0.1 0.067
H -0.5642 1.5827 0.9314 0.0 0.6 -1.2 0.111
H 2.0234 -1.6877 -0.1604 -1.9 -0.8 0.1 0.194
H 0.6594 -2.8258 0.1719 0.2 0.7 0.1 0.168
```
Forces are in eV/Å.

Computed properties:
- charge = +1

A gas-phase ion, C4H6NO2 (charge -1) in a non-equilibrium geometry, computed with ωB97M-V with the def2-TZVPD basis set.

```
13
Properties=species:S:1:pos:R:3:forces:R:3:lowdin_charge:R:1
C 0.2217 1.9394 0.0648 -1.8 0.9 -0.1 -0.038
C 0.3423 0.6053 -0.0905 -0.3 0.3 -0.4 -0.385
C -0.7542 -0.4180 -0.4203 1.3 -0.5 3.3 -0.231
O -1.8836 -0.5251 0.5561 0.0 0.9 0.9 -0.136
C 0.3997 -1.4967 -0.2214 0.6 2.2 -1.5 -0.040
N 1.3373 -0.2657 0.0196 -0.7 -3.6 -0.6 -0.250
O 2.6742 -0.2789 0.1765 -1.4 0.5 0.0 -0.293
H 0.8865 2.6665 0.4252 1.4 0.3 0.4 -0.019
H -0.7914 2.3285 0.0675 -0.2 -0.1 -0.3 -0.004
H -1.2394 -0.5551 -1.3403 -0.4 0.7 -1.5 0.102
H -2.0177 0.1952 1.2747 1.4 -1.5 -2.3 0.113
H 0.1559 -2.0739 0.6346 0.3 -0.8 0.9 0.071
H 0.6687 -2.1214 -1.1466 -0.3 0.8 1.3 0.110
```
Forces are in eV/Å.

Computed properties:
- charge = -1

Record order is preserved below.
Highest occupied orbital energy: -4.9, -14.6, -1.6 eV
Record order is preserved below.
Frontier orbital gap: 0.2649, 0.3386, 0.2040 Ha
Record order is preserved below.
Energy above the lowest of the compared OMol25 structures with the same formula, charge and spin: 23.1, 337.2, 476.6 kJ/mol